The following is a quantum chemistry calculation of a 2-piece molecular cluster, C3H6N4O overall at a distorted geometry, from the Open Molecules 2025 dataset.

The geometry in ORCA input format:
```
! wB97M-V def2-TZVPD RIJCOSX def2/J DEFGRID3
* xyz 0 1
C 0.764 -0.710 0.076
C -0.823 1.128 0.435
C -1.604 -1.021 0.031
H 3.659 -0.157 -0.564
H 0.867 -1.856 0.248
H -1.864 1.274 1.525
H -0.641 2.846 0.259
H -1.500 -2.077 0.520
H -3.475 -1.277 -0.047
N 1.786 0.067 -0.024
N -0.519 -0.176 0.118
N 0.079 2.088 -0.365
N -2.802 -0.531 -0.453
O 2.891 -0.658 -0.016
*
```

For the HOMO-LUMO gap, the calculation gives 8.9 eV. The value obtained for the total energy is -411.8806 hartree.

The following is a quantum chemistry calculation of one molecule with the formula C3H6N4O at a distorted geometry, from the Open Molecules 2025 dataset.

The geometry in ORCA input format:
```
! wB97M-V def2-TZVPD RIJCOSX def2/J DEFGRID3
* xyz 0 1
C -2.716 1.067 0.278
C -1.815 -0.033 0.108
C 2.466 0.249 0.004
N -1.437 -1.183 0.380
N -0.387 -1.811 -0.190
N 0.749 -1.232 -0.244
N 1.100 -0.100 0.208
O -1.615 1.048 -0.659
H -3.698 1.046 -0.174
H -2.571 1.737 1.114
H 2.777 0.909 0.811
H 3.122 -0.632 -0.035
H 2.560 0.798 -0.937
H 1.463 -1.862 -0.665
*
```

For the HOMO-LUMO gap, the calculation gives 9.0 eV. The value obtained for the total energy is -411.9825 hartree.

The following is a quantum chemistry calculation of a 2-piece molecular cluster, C3H6N4O overall at a distorted geometry, from the Open Molecules 2025 dataset.

The geometry in ORCA input format:
```
! wB97M-V def2-TZVPD RIJCOSX def2/J DEFGRID3
* xyz 0 1
C 0.410 -2.016 0.451
C 0.976 1.791 0.016
C 0.930 0.447 -2.167
N -0.244 -1.252 1.118
N 0.711 1.169 -0.964
N -0.908 -0.183 1.289
N -2.200 -0.337 1.831
O 0.993 2.322 1.045
H 1.288 -2.713 0.646
H 1.335 1.003 -2.971
H 1.754 -0.340 -1.889
H 0.089 -0.273 -2.176
H -2.920 -0.015 1.198
H -2.213 0.400 2.573
*
```

For the HOMO-LUMO gap (spin up / spin down), the calculation gives 9.1 / 9.1 eV. The value obtained for the total energy is -411.9944 hartree.

The following is a quantum chemistry calculation of one molecule with the formula C3H6N4O at a distorted geometry, from the Open Molecules 2025 dataset.

The geometry in ORCA input format:
```
! wB97M-V def2-TZVPD RIJCOSX def2/J DEFGRID3
* xyz 0 1
H 1.159 -1.436 1.508
N 0.568 -0.777 1.057
C 1.197 -0.067 0.190
N 2.507 -0.307 -0.268
N 0.580 1.032 -0.415
N -0.610 1.612 0.045
C -1.594 0.816 0.293
C -1.722 -0.694 0.074
O -1.515 -1.299 -0.944
H 2.764 0.070 -1.188
H 2.812 -1.278 -0.223
H 1.256 1.751 -0.592
H -2.441 1.277 0.796
H -2.035 -1.240 0.979
*
```

For the HOMO-LUMO gap, the calculation gives 9.7 eV. The value obtained for the total energy is -412.1199 hartree.

The following is a quantum chemistry calculation of one molecule with the formula C3H6N4O at a distorted geometry, from the Open Molecules 2025 dataset.

The geometry in ORCA input format:
```
! wB97M-V def2-TZVPD RIJCOSX def2/J DEFGRID3
* xyz 0 1
H -3.628 0.133 -0.816
N -2.849 0.487 -0.221
C -2.060 -0.637 -0.572
N -0.732 -0.453 -0.223
O -0.210 -1.705 -0.008
C -0.287 0.823 -0.285
N 0.958 1.236 -0.114
N 1.722 0.162 0.355
C 2.926 0.519 0.894
H -2.371 -1.653 -1.216
H 0.724 -1.597 0.619
H -1.111 1.548 -0.489
H 3.595 -0.328 1.301
H 3.323 1.465 0.776
*
```

For the HOMO-LUMO gap, the calculation gives 8.6 eV. The value obtained for the total energy is -411.9570 hartree.

The following is a quantum chemistry calculation of one molecule with the formula C3H6N4O2 at a distorted geometry, from the Open Molecules 2025 dataset.

The geometry in ORCA input format:
```
! wB97M-V def2-TZVPD RIJCOSX def2/J DEFGRID3
* xyz 0 1
H 3.053 1.135 -0.704
N 2.695 0.125 -0.502
C 1.477 0.115 0.107
N 0.644 1.127 0.487
N -0.630 1.696 -0.183
C -1.679 1.089 -0.323
O -2.180 -0.223 -0.159
C -1.314 -1.316 0.196
O -0.070 -1.376 -0.577
N 0.989 -1.204 0.377
H 1.072 2.029 0.794
H -2.702 1.682 -0.596
H -1.872 -2.200 0.080
H -1.150 -0.905 1.305
H 1.665 -1.774 -0.302
*
```

For the HOMO-LUMO gap, the calculation gives 9.9 eV. The value obtained for the total energy is -487.2080 hartree.

The following is a quantum chemistry calculation of one molecule with the formula C3H6N4O3 at a distorted geometry, from the Open Molecules 2025 dataset.

The geometry in ORCA input format:
```
! wB97M-V def2-TZVPD RIJCOSX def2/J DEFGRID3
* xyz 0 1
N 0.046 1.545 -2.629
C 0.030 1.235 -1.209
N 0.928 1.977 -0.475
N -0.734 0.167 -1.031
N -0.826 -0.334 0.406
C 0.044 -1.025 1.136
O 1.291 -0.899 1.065
C -0.678 -1.774 2.133
O -1.913 -1.644 2.221
O 0.116 -2.773 2.781
H -0.653 0.904 -3.308
H 0.072 2.569 -3.116
H 1.306 1.212 0.205
H 1.764 2.142 -1.099
H -1.770 -0.956 0.582
H 0.978 -2.345 2.340
*
```

For the HOMO-LUMO gap, the calculation gives 8.9 eV. The value obtained for the total energy is -562.5738 hartree.

The following is a quantum chemistry calculation of one molecule with the formula C3H6N4S at a distorted geometry, from the Open Molecules 2025 dataset.

The geometry in ORCA input format:
```
! wB97M-V def2-TZVPD RIJCOSX def2/J DEFGRID3
* xyz 0 1
N -0.744 2.046 -0.044
N 0.027 0.887 0.040
C 1.423 1.084 0.150
N 2.276 0.162 -0.036
N 1.746 -1.056 -0.396
C 0.529 -1.423 0.303
C -0.506 -0.365 0.057
S -2.132 -0.655 -0.063
H -1.162 2.081 -0.971
H -1.503 1.924 0.614
H 1.722 2.085 0.374
H 2.439 -1.765 -0.305
H 0.161 -2.383 -0.069
H 0.631 -1.517 1.362
*
```

For the HOMO-LUMO gap, the calculation gives 8.9 eV. The value obtained for the total energy is -735.0691 hartree.

Energy relative to the best compared isomer or geometry (same formula, charge and spin)
In order: 8.9341, 6.1622, 5.8372, 2.4233, 6.8551, 6.6651, 2.8140, 2.0859
Unit: eV